Record 1
ORCA calculation (wB97M-V/def2-TZVPD) on a molecular structure, C23H31CeF6O3.

Last column: Löwdin charge in e.
CARTESIAN COORDINATES (ANGSTROEM)
O: 0.244342 -0.283568 -4.660872  -0.13
C: 0.017631 1.033391 -5.323570  -0.16
C: -0.083394 0.454153 -6.719244  -0.08
H: 0.868577 1.720171 -5.172104  0.13
H: -0.919304 1.506922 -4.996292  0.12
C: 0.089236 -0.886566 -5.976251  -0.59
H: 0.743036 0.727299 -7.374516  0.12
H: -1.074906 0.562869 -7.166915  0.12
C: 1.309065 -1.664030 -6.424769  -0.02
H: 2.226006 -1.066441 -6.351517  0.09
H: 1.168675 -1.956414 -7.474020  0.09
H: 1.399108 -2.572863 -5.820971  0.09
C: -1.168211 -1.725408 -6.082504  -0.03
H: -2.058865 -1.164781 -5.767830  0.09
H: -1.068648 -2.631064 -5.477286  0.09
H: -1.306163 -2.020132 -7.133670  0.10
Ce: -0.091198 -0.351711 1.946225  1.17
C: -2.149787 -1.019802 3.450198  -0.18
C: -2.067932 0.384744 3.643585  -0.17
C: -2.395747 1.037418 2.423748  -0.16
H: -1.879667 0.865448 4.587430  0.09
C: -2.704201 0.031258 1.462064  -0.20
C: -2.542931 -1.246568 2.094833  -0.21
H: -2.737221 -2.213356 1.632316  0.11
H: -2.014248 -1.760587 4.233374  0.12
H: -2.460819 2.117988 2.282415  0.12
H: -3.056480 0.201323 0.446043  0.10
C: 0.828439 -2.153421 3.517485  -0.18
C: 0.001592 -2.861042 2.593205  -0.20
C: 0.611810 -2.792387 1.302827  -0.20
H: -0.896673 -3.417601 2.844952  0.12
C: 1.843472 -2.073289 1.438574  -0.18
C: 1.978803 -1.687431 2.807533  -0.18
H: 2.840572 -1.189042 3.248022  0.11
H: 0.644982 -2.044528 4.581840  0.11
H: 0.243729 -3.276241 0.398531  0.11
H: 2.572466 -1.899015 0.648356  0.11
O: 0.301873 0.579238 -0.384890  -0.27
C: -0.439959 -0.481500 -1.110677  -0.16
C: -1.093358 0.228972 -2.284852  -0.13
H: -1.199104 -0.957956 -0.450556  0.10
H: 0.283049 -1.256526 -1.408101  0.14
C: -0.156846 1.426142 -2.530050  -0.17
H: -2.093733 0.596602 -1.995974  0.12
H: -1.182633 -0.435610 -3.145968  0.10
C: 0.333402 1.829704 -1.158821  -0.12
H: -0.625739 2.241936 -3.084831  0.11
H: 0.702574 1.068394 -3.107363  0.10
H: -0.328933 2.572847 -0.684318  0.13
H: 1.370280 2.186067 -1.147238  0.13
C: 2.574184 1.999483 4.370506  0.02
C: 1.127015 1.603953 4.546381  -0.39
O: 0.632461 0.851601 3.476994  -0.31
C: 0.977557 0.745250 5.846140  -0.48
F: 1.267687 1.444706 6.969649  0.15
F: -0.268645 0.218332 6.002493  0.14
F: 1.843503 -0.313667 5.787157  0.13
C: 0.269263 2.909278 4.698696  -0.49
F: 0.870221 3.840195 5.486669  0.13
F: 0.090906 3.457377 3.463284  0.13
F: -0.965249 2.685038 5.226403  0.13
H: 3.175878 1.096504 4.227995  0.09
H: 2.915916 2.552118 5.254745  0.10
H: 2.663266 2.625809 3.475276  0.11

Forces on the atoms, in the same order (eV/Å):
-0.05 1.15 -1.92
0.13 0.41 0.52
0.02 -0.39 0.68
-0.40 -0.31 0.12
0.37 -0.20 0.11
-0.04 -0.59 -1.24
-0.25 -0.06 -0.11
0.38 0.11 -0.19
-0.04 -0.18 0.13
-0.22 -0.13 0.08
0.07 0.02 0.22
0.21 0.09 -0.08
-0.04 -0.23 0.05
0.24 -0.12 0.01
-0.15 0.05 -0.01
0.00 0.02 0.30
-0.79 1.67 -1.39
-0.86 0.80 -0.21
-1.10 -0.49 -0.39
-0.34 -0.46 0.14
0.10 -0.10 -0.27
-0.34 -0.43 0.69
-0.74 0.60 -0.07
0.08 0.28 0.12
0.05 0.14 -0.30
0.12 -0.40 -0.01
0.15 -0.05 0.22
0.76 -1.13 -0.55
1.15 -0.59 -0.12
0.51 -0.54 0.75
0.18 0.29 -0.13
0.01 -0.59 0.70
0.02 -1.22 -0.22
-0.39 0.03 -0.17
0.01 0.06 -0.32
0.07 0.22 0.24
-0.25 0.05 0.20
-0.45 -0.18 -0.45
0.29 0.37 0.02
-0.46 0.40 0.44
0.48 0.41 -0.17
-0.13 0.36 -0.02
0.39 -0.36 -0.22
0.31 -0.17 -0.03
-0.01 0.30 0.22
-0.39 -0.51 0.47
0.04 -0.06 0.31
-0.21 0.17 0.27
0.25 -0.32 0.03
-0.30 -0.05 0.02
0.38 0.10 0.01
-1.25 -0.78 -0.29
1.79 2.44 2.32
-0.05 -0.50 0.00
-0.14 -0.37 -0.54
1.13 0.37 0.01
-0.60 0.80 0.19
-0.27 0.01 -0.21
-0.43 -0.48 -0.55
0.10 -0.15 0.97
0.91 0.41 -0.35
-0.12 0.21 0.06
0.12 -0.14 -0.32
-0.01 -0.08 0.23

Its HOMO-LUMO gap (spin up / spin down) is 7.379 / 7.935 eV. The multiplicity is 2. Its expectation value of S² is 0.751. Its molar mass is 609.60 g/mol. The energy above the lowest of the compared OMol25 structures with the same formula, charge and spin is 0.0 kJ/mol.

---

Record 2
ORCA calculation (wB97M-V/def2-TZVPD) on a molecular structure, C23H31CuN8O2PSeSi.

Last column: Löwdin charge in e.
CARTESIAN COORDINATES (ANGSTROEM)
Cu: 0.163063 -0.638958 -0.911122  0.36
Se: 6.631801 -4.146092 0.547784  1.12
N: 6.163890 -2.981442 -0.758744  -0.21
C: 4.976077 -2.515023 -0.356233  -0.34
C: 4.192108 -1.609956 -1.151255  -0.08
C: 4.669674 -1.093438 -2.373928  0.02
C: 3.868927 -0.271849 -3.128339  -0.02
C: 2.507044 -0.150769 -2.755851  -0.06
N: 2.058693 -0.759048 -1.648534  0.05
C: 2.839670 -1.449421 -0.855111  -0.15
C: 2.249412 -1.912369 0.404980  -0.16
N: 0.985389 -1.631929 0.608413  0.06
C: 0.511157 -1.915163 1.857450  -0.08
C: 1.253620 -2.571244 2.833814  -0.01
C: 2.596657 -2.908089 2.576384  0.03
C: 3.031430 -2.568190 1.341683  -0.09
C: 4.434019 -2.910256 0.939497  -0.32
N: 5.143504 -3.769911 1.580603  -0.19
H: 5.690178 -1.133603 -2.709462  0.12
H: 4.277152 0.248981 -4.024081  0.13
H: 1.839316 0.541719 -3.254789  0.11
H: -0.577451 -1.659766 1.954484  0.14
H: 0.777552 -2.685852 3.794315  0.11
H: 3.236839 -3.405711 3.284716  0.13
C: 0.096256 2.814539 -2.024423  -0.03
C: -1.153645 2.166880 -1.760428  -0.31
C: -2.453880 2.786624 -2.092168  -0.10
C: -3.704555 2.052845 -1.660541  0.00
C: -3.643682 0.751304 -1.273991  0.02
C: -2.316451 0.133169 -1.157677  -0.41
N: -1.201738 0.967649 -1.234124  0.12
N: -2.038158 -1.069667 -0.879949  0.02
Si: -2.942530 -2.566309 -1.144411  0.43
C: -1.965042 -3.931839 -0.130990  -0.15
C: -4.655945 -2.604660 -0.445760  -0.19
C: -3.030387 -2.874232 -2.907934  -0.17
H: 0.287030 2.946033 -3.075234  0.09
H: 0.847503 2.126051 -1.646348  0.07
H: 0.108836 3.846775 -1.529953  0.12
H: -2.417584 3.096215 -3.128908  0.14
H: -4.622850 2.603980 -1.772432  0.11
H: -4.550997 0.214576 -1.178258  0.09
H: -2.399462 -4.204969 0.748610  -0.03
H: -0.853161 -3.828492 -0.078841  0.02
H: -2.016641 -4.884038 -0.768973  0.05
H: -4.662081 -2.067810 0.481126  0.02
H: -4.874653 -3.621379 -0.088961  0.04
H: -5.443653 -2.173724 -1.116488  0.05
H: -2.107721 -2.576122 -3.360368  0.03
H: -3.837037 -2.292977 -3.348837  0.04
H: -3.200926 -3.906689 -3.161356  0.04
N: 2.247332 2.527942 2.706484  -0.03
C: 1.307095 3.546068 3.099527  -0.33
P: -0.297410 3.345000 2.205905  0.54
O: -0.136193 3.791304 0.807174  -0.31
O: -0.507844 1.799572 2.397686  -0.16
C: -1.552392 4.192184 3.215138  -0.29
N: -2.848252 4.183217 2.436225  -0.02
H: 3.131631 2.651739 3.144116  0.07
H: 2.455108 2.678880 1.728268  0.07
H: 0.350791 1.337391 2.280376  0.06
H: 1.677974 4.571102 2.880974  0.10
H: 1.055056 3.549507 4.132935  0.08
H: -1.057436 5.149610 3.399121  0.09
H: -1.788356 3.681818 4.102556  0.08
H: -2.785968 4.996432 1.832339  0.06
H: -3.601794 4.229836 3.107649  0.06
H: -2.415922 3.762059 -1.535562  0.15

Forces on the atoms, in the same order (eV/Å):
-0.80 0.55 -0.25
-0.86 0.74 0.55
-1.98 -0.15 1.62
1.31 0.14 0.11
0.12 -0.47 -1.71
-0.10 0.96 0.47
-1.21 0.35 -0.71
1.46 -0.12 0.72
-1.34 1.27 -1.58
1.27 -0.03 0.13
0.61 -0.26 -0.29
-0.57 -0.05 2.35
-1.10 -0.13 -1.34
0.21 0.63 -0.01
-2.24 0.21 0.84
2.85 -0.13 -1.09
-0.30 -0.36 -1.25
1.45 -0.84 -0.08
0.37 -0.63 0.41
-0.51 -0.50 0.82
-0.12 -0.37 -0.13
1.25 -0.28 0.32
0.11 -0.33 0.14
0.04 -0.06 0.10
1.22 1.58 0.95
-2.94 -3.13 0.91
-0.14 1.62 1.40
1.28 -1.29 -0.49
0.48 2.20 -1.15
-1.24 0.66 0.65
2.29 1.18 -0.69
0.06 -0.75 -0.78
0.79 -0.90 2.59
1.53 -0.20 -4.68
-0.58 0.09 -0.21
-0.08 0.07 -0.98
-0.20 0.11 -0.64
0.43 0.45 0.28
0.24 -1.55 -0.53
-0.46 -0.02 -0.47
-0.28 -0.12 0.03
-0.54 -0.68 0.55
-1.04 -0.41 2.72
-0.89 0.40 0.34
-0.26 1.10 0.65
-0.08 0.74 0.61
-0.26 0.07 -0.66
0.55 -0.64 0.62
0.63 0.18 -0.55
-0.06 0.14 -0.10
-0.11 -0.49 0.01
-0.49 -0.63 -0.77
-0.58 1.80 -0.84
1.58 0.38 0.45
-0.57 0.28 -0.26
-0.22 -1.34 0.04
-0.58 -0.35 -2.24
1.81 0.44 0.37
0.63 0.01 0.75
-0.06 -0.11 -0.31
-0.38 0.19 0.16
-0.27 -0.33 0.07
0.12 -0.41 1.13
-0.55 0.34 0.26
0.40 -0.67 1.36
-0.77 -0.11 0.03
-0.17 0.44 -0.29
-0.16 -0.47 -0.41

Its HOMO-LUMO gap is 7.017 eV. Its molar mass is 653.12 g/mol. As for the net charge: +1. The energy above the lowest of the compared OMol25 structures with the same formula, charge and spin is 35.2 kJ/mol.